1.
21
Properties=species:S:1:pos:R:3:forces:R:3 method="wB97M-V/def2-TZVPD" charge=+1 relative_energy_kcal_mol=9.9 orbital_gap_ev=11.37
C -2.07712 1.04098 0.89246 -0.082 0.799 -0.093
C -1.00606 0.14164 0.33219 0.101 -0.223 0.045
C -0.01584 -0.32197 1.39889 -0.175 0.823 -0.015
C 1.18931 -1.05277 0.85076 0.116 -0.518 0.202
O 0.75377 -1.89856 -0.20626 0.035 -0.126 -0.068
N -0.28317 0.90291 -0.75039 0.098 0.071 -0.204
H -2.88539 1.24539 0.18774 0.020 -0.185 -0.039
H -1.66029 2.02000 1.16743 0.041 -0.169 0.053
H -2.50870 0.63426 1.79403 -0.137 -0.265 0.180
H -1.43319 -0.71840 -0.17144 -0.024 -0.145 -0.038
H 0.33103 0.55912 1.95725 -0.017 -0.101 -0.011
H -0.60013 -0.90406 2.10906 0.130 -0.281 -0.048
H 1.94597 -0.35740 0.47407 0.010 0.127 0.021
H 1.65629 -1.63870 1.65208 -0.040 0.166 -0.120
H 1.36115 -2.64111 -0.28688 -0.085 0.002 -0.018
H 0.43910 0.35632 -1.27555 -0.085 -0.048 0.108
H -0.94048 1.24347 -1.45383 -0.068 -0.057 0.035
H 0.15531 1.72886 -0.34476 0.128 0.040 0.004
H 2.12405 0.61445 -2.93353 -0.013 -0.044 -0.118
H 1.95940 -0.89692 -2.74881 -0.155 -0.012 0.048
O 1.49498 -0.05751 -2.64451 0.202 0.146 0.077

---

2.
21
Properties=species:S:1:pos:R:3:forces:R:3 method="wB97M-V/def2-TZVPD" charge=+1 relative_energy_kcal_mol=36.6 orbital_gap_ev=11.33
C 2.14656 1.34417 -0.51531 0.385 0.878 0.820
C 2.20100 -0.06112 -1.00681 0.356 -2.093 -1.013
C 0.88127 -0.77196 -0.98948 -1.032 0.715 -0.368
C 0.02749 -0.92364 -1.99422 0.410 0.357 0.682
N 0.27357 -0.89298 0.37632 0.463 0.791 -0.070
H 3.12082 1.83031 -0.61148 -0.082 -0.127 -0.128
H 1.42145 1.96081 -1.04762 -0.054 -0.150 0.017
H 1.95290 1.39122 0.56113 -0.192 0.137 0.036
H 2.51864 -0.08306 -2.05614 -0.019 0.039 0.167
H 2.91485 -0.72519 -0.49542 0.173 0.587 0.158
H 0.37472 -0.69434 -2.98935 -0.176 -0.174 -0.163
H -1.02121 -1.10188 -1.78376 0.054 -0.412 -0.372
H 0.66177 -1.59676 0.99940 0.007 -0.501 -0.232
H -0.74493 -0.95873 0.29763 -0.259 -0.053 0.149
H 0.50447 -0.00371 0.82658 -0.348 0.093 0.215
H -2.96864 -0.73957 3.80222 -0.088 0.517 -0.416
H -2.83779 0.73203 3.31633 0.003 0.431 0.577
O -3.05135 -0.15029 3.03075 0.211 -0.791 -0.219
H -2.89498 0.91262 -0.59506 -0.071 0.184 0.385
H -2.70312 0.38978 0.90526 -0.528 0.162 -0.365
O -2.77748 0.14231 -0.03098 0.787 -0.588 0.139

---

3.
21
Properties=species:S:1:pos:R:3:forces:R:3 method="wB97M-V/def2-TZVPD" charge=+1 relative_energy_kcal_mol=45.6 orbital_gap_ev=12.09
O -1.35911 -1.96307 0.32834 0.181 0.147 0.164
C 0.04132 -1.98112 -0.00636 -0.468 0.180 0.726
C 0.81265 -0.91684 0.80709 2.121 -0.146 0.560
N 0.25781 0.45543 0.40734 0.860 -0.681 2.227
C 1.02353 1.11964 -0.67452 1.532 2.945 0.797
C 0.69982 0.70507 -2.06791 -0.474 -1.233 -1.379
H -1.70282 -2.46081 1.10528 1.113 0.289 -0.694
H 0.54912 -2.92983 0.05099 -0.082 -0.547 0.539
H 0.04136 -1.75777 -1.06103 0.083 0.198 -0.188
H 0.60194 -1.04954 1.90864 0.300 0.116 -1.208
H 1.99752 -0.91603 0.64099 -2.747 -0.102 0.289
H 0.10235 1.05585 1.25338 0.572 -0.316 -0.889
H -0.66787 0.11765 0.29224 -2.001 0.423 -1.319
H 0.79041 2.25854 -0.67920 0.393 -1.913 0.680
H 2.11256 1.03609 -0.32197 -1.532 -0.019 -0.829
H 1.52577 0.75655 -2.80119 -0.193 0.435 0.689
H 0.37380 -0.34655 -2.16333 0.041 0.628 0.106
H -0.11529 1.35338 -2.41063 0.161 -0.403 -0.246
H -2.36359 1.92739 2.62629 0.416 -0.854 -2.413
H -2.60484 2.00418 1.04894 -0.502 0.434 -0.099
O -2.11642 1.53180 1.71661 0.227 0.420 2.486

---

4.
21
Properties=species:S:1:pos:R:3:forces:R:3 method="wB97M-V/def2-TZVPD" charge=+1 relative_energy_kcal_mol=20.0 orbital_gap_ev=12.16
O 1.16712 0.18880 -1.77582 0.143 0.224 0.050
C 0.07178 -0.69307 -1.69133 -0.165 0.218 -0.427
C -0.32700 -0.94395 -0.24986 -0.689 0.213 0.398
N -0.20479 0.34795 0.51052 0.200 1.230 -0.607
C 0.06299 0.18721 1.94879 -0.320 -0.655 0.833
C -1.73923 -1.47653 -0.16830 -0.234 -1.175 0.176
H 2.01776 -0.25081 -1.87230 -0.143 -0.227 -0.045
H 0.21714 -1.63547 -2.20570 0.260 -0.293 0.029
H -0.75938 -0.21902 -2.23228 0.110 0.081 0.241
H 0.36096 -1.58050 0.28588 0.368 -0.412 -0.157
H 0.51695 0.92756 0.03858 0.553 -0.267 0.310
H -1.00174 0.98197 0.40605 -0.430 -0.620 -0.089
H -0.49212 -0.68000 2.31382 0.065 0.008 -0.182
H -0.33042 1.02465 2.49725 0.123 0.503 0.070
H 1.11264 0.03651 2.18199 0.064 0.141 -0.355
H -1.77982 -2.48279 -0.60376 0.145 0.355 -0.604
H -2.10604 -1.76683 0.82490 0.190 0.880 0.120
H -2.43046 -0.81922 -0.69956 -0.101 -0.142 0.188
H 1.30520 3.48281 0.09275 0.157 -0.496 0.134
H 2.63881 2.75935 0.11568 -0.040 -0.184 0.032
O 1.69964 2.61139 0.28270 -0.258 0.618 -0.116

---

5.
21
Properties=species:S:1:pos:R:3:forces:R:3 method="wB97M-V/def2-TZVPD" charge=+1 relative_energy_kcal_mol=83.6 orbital_gap_ev=10.13
C -1.74635 -0.19578 0.44522 0.001 -2.175 0.831
C -1.18915 -1.54150 0.97530 -1.849 -2.790 -0.747
C -1.29332 -2.11236 2.42233 -0.981 0.962 0.316
C -0.23292 -2.61171 3.01694 2.725 0.509 3.083
N -0.70335 0.80127 1.00761 -4.849 3.344 0.525
H -1.67426 -0.35710 -0.67373 0.025 1.125 1.298
H -2.84441 -0.02882 0.76503 2.068 0.421 -0.367
H -1.76965 -2.36792 0.33469 1.641 1.654 0.982
H -0.11285 -1.49300 0.73405 -0.416 -0.668 -0.180
H -2.21050 -2.18546 3.05836 0.300 0.344 -1.316
H -0.09571 -2.90102 4.16450 -1.181 0.194 -2.710
H 0.79028 -2.45648 2.63749 -0.550 -0.409 -0.472
H 0.11307 0.92070 0.43857 0.978 -0.095 -0.383
H -1.24820 1.77085 0.95856 1.884 -2.035 0.141
H -0.56675 0.65177 2.03242 0.361 -0.248 -1.041
H 4.53009 1.41780 -4.83277 -1.392 1.077 0.901
H 4.33573 2.83086 -5.27319 -1.355 -1.035 1.810
O 3.92771 2.19038 -4.58341 2.703 -0.047 -2.687
H 0.42806 2.25666 -2.41481 -0.113 -0.292 1.884
H -0.58579 1.54553 -1.62979 -5.059 -3.016 -1.127
O 0.14789 2.00396 -1.48051 5.058 3.181 -0.742

---

6.
22
Properties=species:S:1:pos:R:3:forces:R:3 method="wB97M-V/def2-TZVPD" charge=-1 relative_energy_kcal_mol=19.2 orbital_gap_ev=7.58
C 0.83041 -1.94558 0.89599 1.133 1.406 -0.219
N -0.26457 -0.98874 1.07176 -1.034 0.014 -0.753
C -1.33973 -2.07134 -0.89786 -0.913 -0.240 0.036
C -1.03157 -0.73634 -0.19394 0.706 -0.606 0.280
C -0.23073 0.15490 -1.15479 1.271 -0.616 -0.499
O 0.12076 1.39881 -0.73551 -0.030 0.070 0.573
H 0.52765 -2.94632 1.18830 0.026 -0.170 -0.016
H 1.28513 -1.95087 -0.12009 -0.652 -0.238 0.187
H 1.73210 -1.63880 1.45821 -0.622 -0.179 0.408
H -0.02392 -0.04591 1.36149 0.755 -0.344 0.208
H -2.21403 -1.83576 -1.54685 0.614 -0.626 0.105
H -1.62600 -2.89050 -0.19296 -0.037 0.764 -0.305
H -0.50894 -2.51306 -1.49454 -0.436 0.718 0.202
H -1.96154 -0.17965 0.03506 0.373 -0.515 0.254
H -0.80492 0.11984 -2.11573 0.119 0.204 0.029
H 0.72287 -0.46384 -1.35937 -0.784 0.333 -0.188
H 3.37490 0.94673 -0.74098 0.251 0.008 0.035
H 2.05450 1.55369 -0.41068 -0.674 0.332 0.166
O 3.01195 1.66608 -0.21701 -0.050 -0.326 -0.239
H -1.87215 2.91709 1.08150 0.114 -0.024 -0.104
H -0.79952 1.87979 0.60970 -0.163 -0.056 -0.552
O -1.54393 2.03391 1.26507 0.030 0.091 0.392